(1)
This record from the OMol25 dataset describes a 4-piece molecular cluster, C29H50O7 overall at a distorted geometry. The level of theory is ωB97M-V with the def2-TZVPD basis set.

Each atom is followed by the atoms it is bonded to, with distances in Å.
Geometry (Å):
1 O 5.954 -1.532 2.456  C15 1.475, C34 1.471
2 O -4.666 0.573 -2.756  C36 1.335
3 O -4.145 4.023 0.483  C8 1.353
4 O -4.928 2.061 -0.967  C8 1.492, C36 1.475
5 O -8.044 3.755 -0.152  C18 1.420, H80 0.973
6 O -1.084 -4.365 -1.887  C33 1.420, H78 0.973
7 O 5.254 3.736 -3.527  C27 1.420, H83 0.973
8 C -3.955 2.841 -0.148  O3 1.353, O4 1.492, C14 1.673
9 C -2.819 -4.190 4.375  C22 1.672, C31 1.649, H48 1.181
10 C 3.781 0.310 -1.088  C20 1.639, C25 1.648, H53 1.170, H57 1.194
11 C -1.243 -6.487 -3.004  C33 1.515, H37 1.095, H40 1.095, H42 1.094
12 C 4.218 2.530 -5.330  C27 1.515, H74 1.095, H77 1.094, H82 1.095
13 C -0.963 -1.202 0.002  C16 1.639, C29 1.655, H52 1.171, H76 1.194
14 C -2.533 1.965 -0.071  C8 1.673, C21 1.491, C26 1.649
15 C 6.392 -0.318 1.744  O1 1.475, C23 1.670, H39 1.192, H62 1.171
16 C -2.142 -2.192 0.565  C13 1.639, C28 1.638, H58 1.192, H75 1.192
17 C -1.837 -1.226 3.316  C19 1.673, C28 1.639, H73 1.187
18 C -8.057 2.507 0.524  O5 1.420, C30 1.515, H46 1.094, H47 1.094
19 C -1.987 -1.557 4.949  C17 1.673, C22 1.653, H44 1.192
20 C 3.860 1.899 -0.696  C10 1.639, C32 1.638, H70 1.194, H79 1.176
21 C -2.590 0.801 -1.000  C14 1.491, C29 1.642, C36 1.656
22 C -2.492 -3.022 5.525  C9 1.672, C19 1.653, H45 1.171
23 C 6.030 -0.563 0.132  C15 1.670, C25 1.667, H51 1.174, H72 1.170
24 C -0.014 3.084 0.093  C26 1.660, C35 1.659, H61 1.193, H65 1.171
25 C 4.372 -0.713 0.061  C10 1.648, C23 1.667, H41 1.170, H69 1.194
26 C -1.270 2.369 0.910  C14 1.649, C24 1.660, H55 1.172, H68 1.194
27 C 4.463 3.884 -4.697  O7 1.420, C12 1.515, H43 1.094, H49 1.094
28 C -2.191 -2.366 2.193  C16 1.638, C17 1.639, C31 1.672
29 C -1.516 -0.396 -1.334  C13 1.655, C21 1.642, H38 1.190, H63 1.192
30 C -7.765 2.712 1.996  C18 1.515, H56 1.095, H67 1.095, H81 1.094
31 C -2.671 -3.861 2.766  C9 1.649, C28 1.672, H59 1.179
32 C 2.558 2.490 0.103  C20 1.638, C35 1.639, H64 1.171, H86 1.194
33 C -1.724 -5.632 -1.851  O6 1.420, C11 1.515, H66 1.094, H84 1.094
34 C 5.263 -1.219 3.717  O1 1.471, H50 1.180, H54 1.193, H60 1.185
35 C 1.103 1.992 -0.464  C24 1.659, C32 1.639, H71 1.183, H85 1.179
36 C -4.085 1.069 -1.661  O2 1.335, O4 1.475, C21 1.656
37 H -0.157 -6.624 -2.955  C11 1.095
38 H -2.029 -1.141 -2.106  C29 1.190
39 H 5.762 0.648 2.046  C15 1.192
40 H -1.459 -6.004 -3.962  C11 1.095
41 H 3.854 -0.626 1.106  C25 1.170
42 H -1.723 -7.469 -2.988  C11 1.094
43 H 4.982 4.553 -5.389  C27 1.094
44 H -1.744 -0.679 5.716  C19 1.192
45 H -2.629 -3.243 6.667  C22 1.171
46 H -9.044 2.055 0.388  C18 1.094
47 H -7.311 1.851 0.064  C18 1.094
48 H -3.193 -5.262 4.704  C9 1.181
49 H 3.515 4.350 -4.411  C27 1.094
50 H 4.607 -0.240 3.668  C34 1.180
51 H 6.596 -1.514 -0.259  C23 1.174
52 H -0.534 -0.500 0.834  C13 1.171
53 H 2.726 -0.073 -1.418  C10 1.170
54 H 4.545 -2.145 3.940  C34 1.193
55 H -0.906 1.504 1.613  C26 1.172
56 H -6.787 3.184 2.135  C30 1.095
57 H 4.491 0.168 -2.037  C10 1.194
58 H -2.107 -3.273 0.063  C16 1.192
59 H -2.920 -4.734 2.014  C31 1.179
60 H 6.057 -1.088 4.586  C34 1.185
61 H 0.547 3.785 0.878  C24 1.193
62 H 7.531 -0.075 1.863  C15 1.171
63 H -0.629 0.111 -1.948  C29 1.192
64 H 2.561 2.310 1.260  C32 1.171
65 H -0.357 3.763 -0.797  C24 1.171
66 H -2.807 -5.480 -1.900  C33 1.094
67 H -8.508 3.379 2.446  C30 1.095
68 H -1.691 3.216 1.637  C26 1.194
69 H 4.186 -1.818 -0.352  C25 1.194
70 H 4.786 2.011 0.049  C20 1.194
71 H 0.900 0.900 -0.056  C35 1.183
72 H 6.427 0.354 -0.478  C23 1.170
73 H -1.469 -0.150 2.980  C17 1.187
74 H 5.165 2.051 -5.598  C12 1.095
75 H -3.185 -1.722 0.233  C16 1.192
76 H -0.037 -1.851 -0.381  C13 1.194
77 H 3.605 2.626 -6.231  C12 1.094
78 H -1.309 -3.946 -2.735  O6 0.973
79 H 4.164 2.498 -1.663  C20 1.176
80 H -7.161 4.145 -0.033  O5 0.973
81 H -7.776 1.759 2.532  C30 1.094
82 H 3.710 1.862 -4.627  C12 1.095
83 H 6.096 3.329 -3.792  O7 0.973
84 H -1.486 -6.108 -0.895  C33 1.094
85 H 1.031 1.916 -1.639  C35 1.179
86 H 2.587 3.674 -0.045  C32 1.194

Results
**SMILES string**: COCCCCCCCCCC1=C(CCCc2ccccc2)C(=O)OC1=O.CCO.CCO.CCO
**E_tot**: -1660.9823 Eh
**Multiplicity**: 1
**LUMO energy**: -1.38 eV
**Max |F|**: 9.51 eV Å⁻¹

(2)
This record from the OMol25 dataset describes one molecule with the formula C19H17N3O5S2 at a distorted geometry. The level of theory is ωB97M-V with the def2-TZVPD basis set.

Each atom is followed by the atoms it is bonded to, with distances in Å.
Geometry (Å):
1 S -2.131 2.074 3.316  C12 1.731, C25 1.818
2 S -2.407 -0.562 1.819  C12 1.751, C17 1.769
3 O 1.737 -4.488 -1.252  C13 1.358, C23 1.409
4 O -1.531 4.635 -3.005  C18 1.207
5 O 1.617 3.193 3.219  C21 1.206
6 O -2.907 -5.192 -0.506  C15 1.357, C26 1.408
7 O 0.378 4.899 -4.125  C18 1.342, H35 0.970
8 N -0.052 3.534 1.695  C20 1.396, C21 1.356, H31 1.014
9 N -0.161 0.595 2.265  N10 1.316, C12 1.292
10 N 0.139 -0.495 1.590  N9 1.316, C17 1.290
11 C 2.653 4.095 -0.769  C19 1.384, C24 1.383, H43 1.079
12 C -1.428 0.731 2.479  S1 1.731, S2 1.751, N9 1.292
13 C 0.587 -4.023 -0.700  O3 1.358, C16 1.385, C22 1.399
14 C -0.109 4.076 -0.627  C20 1.390, C29 1.390, H34 1.081
15 C -1.767 -4.468 -0.378  O6 1.357, C22 1.386, C28 1.396
16 C 0.474 -2.839 0.009  C13 1.385, C27 1.399, H36 1.076
17 C -0.868 -1.232 1.261  S2 1.769, N10 1.290, C27 1.443
18 C -0.324 4.635 -3.012  O4 1.207, O7 1.342, C29 1.479
19 C 2.031 3.818 0.436  C11 1.384, C20 1.394, H46 1.077
20 C 0.639 3.808 0.513  N8 1.396, C14 1.390, C19 1.394
21 C 0.453 3.186 2.904  O5 1.206, N8 1.356, C25 1.529
22 C -0.534 -4.838 -0.890  C13 1.399, C15 1.386, H41 1.077
23 C 2.908 -3.717 -1.111  O3 1.409, H38 1.089, H39 1.094, H42 1.094
24 C 1.914 4.367 -1.906  C11 1.383, C29 1.393, H30 1.078
25 C -0.613 2.851 3.948  S1 1.818, C21 1.529, H33 1.092, H37 1.090
26 C -2.853 -6.417 -1.198  O6 1.408, H32 1.089, H44 1.094, H45 1.094
27 C -0.773 -2.467 0.522  C16 1.399, C17 1.443, C28 1.386
28 C -1.887 -3.270 0.330  C15 1.396, C27 1.386, H40 1.079
29 C 0.524 4.356 -1.833  C14 1.390, C18 1.479, C24 1.393
30 H 2.398 4.585 -2.844  C24 1.078
31 H -1.060 3.502 1.595  N8 1.014
32 H -3.865 -6.817 -1.165  C26 1.089
33 H -0.945 3.768 4.437  C25 1.092
34 H -1.189 4.071 -0.600  C14 1.081
35 H -0.231 5.075 -4.860  O7 0.970
36 H 1.308 -2.183 0.184  C16 1.076
37 H -0.166 2.192 4.692  C25 1.090
38 H 3.688 -4.272 -1.629  C23 1.089
39 H 2.795 -2.731 -1.572  C23 1.094
40 H -2.853 -2.995 0.723  C28 1.079
41 H -0.391 -5.750 -1.445  C22 1.077
42 H 3.183 -3.596 -0.059  C23 1.094
43 H 3.731 4.099 -0.816  C11 1.079
44 H -2.552 -6.276 -2.241  C26 1.094
45 H -2.169 -7.121 -0.713  C26 1.094
46 H 2.611 3.604 1.318  C19 1.077

Results
**SMILES string**: COc1cc(OC)cc(-c2nnc(SCC(=O)Nc3cccc(C(=O)O)c3)s2)c1
**E_tot**: -2071.0898 Eh
**Multiplicity**: 1
**LUMO energy**: -0.08 eV
**Max |F|**: 1.83 eV Å⁻¹

(3)
This record from the OMol25 dataset describes a 2-piece molecular cluster, C4H12NO overall at a distorted geometry. The level of theory is ωB97M-V with the def2-TZVPD basis set.

Each atom is followed by the atoms it is bonded to, with distances in Å.
Geometry (Å):
1 O 1.286 -2.365 1.495  H7 0.944, H8 0.975
2 N 1.050 -1.306 -0.984  C6 1.467, H11 1.018, H12 1.023, H13 1.031
3 C -1.261 1.653 -0.523  C4 1.496, C5 1.555, H10 1.095, H16 1.083
4 C -0.604 0.327 -0.304  C3 1.496, C6 1.331, H18 1.083
5 C -1.434 2.427 0.815  C3 1.555, H14 1.090, H15 1.090, H17 1.087
6 C 0.510 0.058 -0.983  N2 1.467, C4 1.331, H9 1.075
7 H 1.946 -2.130 2.126  O1 0.944
8 H 1.173 -3.326 1.609  O1 0.975
9 H 1.037 0.768 -1.594  C6 1.075
10 H -2.284 1.428 -0.844  C3 1.095
11 H 2.066 -1.345 -0.950  N2 1.018
12 H 0.815 -1.839 -1.825  N2 1.023
13 H 0.625 -1.861 -0.226  N2 1.031
14 H -2.004 3.333 0.611  C5 1.090
15 H -2.055 1.859 1.507  C5 1.090
16 H -0.744 2.269 -1.248  C3 1.083
17 H -0.454 2.673 1.219  C5 1.087
18 H -1.078 -0.355 0.392  C4 1.083

Results
**E_tot**: -289.3360 Eh
**Multiplicity**: 1
**LUMO energy**: -3.38 eV
**Charge**: +1
**Max |F|**: 1.77 eV Å⁻¹

| no. | frontier orbital gap (eV) |
| --- | --- |
| 1 | 7.17 |
| 2 | 8.48 |
| 3 | 10.84 |